An isolated molecule of CHN3O, computed with ωB97M-V/def2-TZVPD.

Orbital gap ... 12.7 eV
Molar mass ... 71.039 g mol⁻¹
2S+1 ... 1
DFT total energy ... -7568.070 eV
Highest occupied orbital energy ... -0.437 hartree
LUMO level ... 0.842 eV
Energy relative to the best compared isomer or geometry (same formula, charge and spin) ... 3.703 eV

```
6
Properties=species:S:1:pos:R:3:forces:R:3
C 0.11261 -0.60904 0.33453 1.45 -4.23 2.11
H 0.56401 -1.58651 0.75334 -1.34 1.84 -0.72
N -0.48241 0.32938 0.91587 -0.50 1.51 1.92
N -0.52940 1.34726 -0.02419 -0.07 -1.60 0.05
N -0.03491 0.86789 -1.06706 -0.77 4.21 -2.67
O 0.37010 -0.34898 -0.91249 1.22 -1.73 -0.69
```
Positions in Å, forces in eV/Å.


An isolated molecule of CHN3O2, computed with ωB97M-V/def2-TZVPD.

Orbital gap ... 11.6 eV
Molar mass ... 87.038 g mol⁻¹
2S+1 ... 1
DFT total energy ... -9616.536 eV
Highest occupied orbital energy ... -0.402 hartree
LUMO level ... 0.657 eV
Energy relative to the best compared isomer or geometry (same formula, charge and spin) ... 0.870 eV

```
7
Properties=species:S:1:pos:R:3:forces:R:3
C 0.65736 -0.43191 -1.42134 -0.38 0.12 1.12
N -0.56796 1.32029 -0.81430 -0.62 0.41 1.34
N -0.32438 1.46708 -2.00242 -0.27 0.91 -1.01
N -0.01641 0.19519 -0.36214 0.65 -0.54 -1.15
O 1.26753 -1.44867 -1.41282 0.30 -0.39 -0.23
O 0.44074 0.41064 -2.46311 0.35 -0.60 0.02
H -0.09739 -0.11299 0.59221 -0.03 0.09 -0.10
```
Positions in Å, forces in eV/Å.


A cluster of 2 separate species, CHN3O2 in total, computed with ωB97M-V/def2-TZVPD.

Orbital gap ... 11.1 eV
Molar mass ... 87.038 g mol⁻¹
2S+1 ... 1
DFT total energy ... -9617.387 eV
Highest occupied orbital energy ... -0.384 hartree
LUMO level ... 0.653 eV
Energy relative to the best compared isomer or geometry (same formula, charge and spin) ... 0.019 eV

```
7
Properties=species:S:1:pos:R:3:forces:R:3
O 2.13426 -0.79227 -0.23120 -0.71 -0.44 -0.09
C 1.07939 -1.27814 -0.33409 0.12 -0.10 -0.07
N -0.10487 0.85695 0.67649 -0.20 0.03 0.08
N -1.22603 0.75601 0.15297 -1.17 -0.32 -0.63
N -2.23324 0.48951 -0.28254 1.32 0.46 0.66
O 0.04344 -1.79934 -0.46722 0.78 0.32 0.09
H 0.30705 1.76729 0.48560 -0.14 0.04 -0.04
```
Positions in Å, forces in eV/Å.


An isolated molecule of CHN3OS, computed with ωB97M-V/def2-TZVPD.

Orbital gap ... 10.3 eV
Molar mass ... 103.106 g mol⁻¹
2S+1 ... 1
DFT total energy ... -18403.088 eV
Highest occupied orbital energy ... -0.373 hartree
LUMO level ... 0.101 eV
Energy relative to the best compared isomer or geometry (same formula, charge and spin) ... 3.077 eV

```
7
Properties=species:S:1:pos:R:3:forces:R:3
C -0.26868 -0.04259 0.01867 -1.93 -0.37 -1.72
H -1.14847 -1.77605 -1.22031 0.13 -0.08 -0.05
N -0.31740 1.05370 0.82055 0.87 0.31 0.41
N 0.90401 1.36003 1.01840 -1.25 0.16 0.77
N 0.92958 -0.35468 -0.34416 -0.45 -1.05 0.40
O 1.65803 0.47653 0.39037 2.17 0.72 -0.35
S -1.75708 -0.71695 -0.68352 0.46 0.31 0.54
```
Positions in Å, forces in eV/Å.


The ion CHN4O2 with charge -1, computed with ωB97M-V/def2-TZVPD.

Orbital gap ... 8.4 eV
Molar mass ... 101.045 g mol⁻¹
2S+1 ... 1
DFT total energy ... -11106.023 eV
Charge ... -1
Highest occupied orbital energy ... -0.157 hartree
LUMO level ... 4.172 eV
Energy relative to the best compared isomer or geometry (same formula, charge and spin) ... 3.726 eV

```
8
Properties=species:S:1:pos:R:3:forces:R:3
C -0.07787 0.40946 0.01249 -4.04 0.15 -0.09
N -2.09822 -0.26627 -0.01294 -0.68 -0.13 0.01
N -1.44453 0.87045 -0.00756 3.86 -0.04 0.05
N -0.03621 -0.90263 0.01562 0.81 0.79 0.01
N -1.32787 -1.29444 -0.00083 -0.10 -0.93 0.00
O 2.18589 0.43098 -0.02065 0.07 -0.12 0.01
O 0.99307 1.22761 0.01493 0.11 0.36 0.02
H 1.80574 -0.47515 -0.00106 -0.03 -0.08 -0.01
```
Positions in Å, forces in eV/Å.


A structure of composition CHN4O3, computed with ωB97M-V/def2-TZVPD.

Orbital gap (spin up / spin down) ... 7.9 / 9.0 eV
Molar mass ... 117.044 g mol⁻¹
2S+1 ... 1
DFT total energy ... -13148.787 eV
Charge ... -1
Highest occupied orbital energy (spin up / spin down) ... -0.150 / -0.185 hartree
LUMO level (spin up / spin down) ... 3.770 / 3.935 eV
Energy relative to the best compared isomer or geometry (same formula, charge and spin) ... 3.160 eV

```
9
Properties=species:S:1:pos:R:3:forces:R:3
C 0.89156 -1.38220 -0.85799 -0.76 -0.09 1.12
N 1.44190 -1.69992 -1.81657 0.64 -0.17 -1.16
N 0.54499 1.14524 0.28305 0.33 0.70 -0.19
N -0.06097 -0.02461 0.16809 1.98 -0.44 -0.56
N -1.29461 -0.27182 0.52597 -0.94 0.37 0.06
O 1.65784 1.25393 0.92673 -0.89 -0.22 -0.27
O -1.78620 -1.34551 0.21423 0.16 -0.17 0.03
O -1.89511 0.60836 1.13663 -0.47 0.31 0.42
H 0.50059 1.71653 -0.58014 -0.07 -0.29 0.53
```
Positions in Å, forces in eV/Å.


Repeat the second record exactly.
An isolated molecule of CHN3O2, computed with ωB97M-V/def2-TZVPD.

Orbital gap ... 11.6 eV
Molar mass ... 87.038 g mol⁻¹
2S+1 ... 1
DFT total energy ... -9616.536 eV
Highest occupied orbital energy ... -0.402 hartree
LUMO level ... 0.657 eV
Energy relative to the best compared isomer or geometry (same formula, charge and spin) ... 0.870 eV

```
7
Properties=species:S:1:pos:R:3:forces:R:3
C 0.65736 -0.43191 -1.42134 -0.38 0.12 1.12
N -0.56796 1.32029 -0.81430 -0.62 0.41 1.34
N -0.32438 1.46708 -2.00242 -0.27 0.91 -1.01
N -0.01641 0.19519 -0.36214 0.65 -0.54 -1.15
O 1.26753 -1.44867 -1.41282 0.30 -0.39 -0.23
O 0.44074 0.41064 -2.46311 0.35 -0.60 0.02
H -0.09739 -0.11299 0.59221 -0.03 0.09 -0.10
```
Positions in Å, forces in eV/Å.